Entry 1:
C6H39N2O12 | ωB97M-V/def2-TZVPD

Properties
Total charge ... +1
Spin multiplicity ... 1
F_max ... 4.67 eV/A
HOMO level ... -10.9 eV
Energy relative to the best compared isomer or geometry (same formula, charge and spin) ... 12.9 kcal/mol

Geometry (Å):
C: -1.31219 0.18482 -2.33167
C: -2.42081 -0.00791 -1.30593
C: -1.90182 -0.07529 0.15353
N: 1.51270 -1.28929 1.29740
C: 0.32283 -0.52551 1.04571
C: -0.72939 -0.96890 0.33043
C: -0.80815 -2.35196 -0.21558
N: -0.40119 1.31397 -1.96433
H: -0.69315 -0.78062 -2.44626
H: -1.77645 0.41138 -3.32821
H: -3.20947 0.84646 -1.41257
H: -2.98069 -0.93831 -1.58723
H: -1.67464 0.93268 0.52465
H: -2.72985 -0.49287 0.81555
H: 1.97887 -0.95028 2.17254
H: 1.35535 -2.33711 1.28266
H: 0.38821 0.45661 1.45371
H: -0.41869 -3.13904 0.47557
H: -0.16216 -2.42267 -1.16545
H: -1.77514 -2.64513 -0.51448
H: -0.92539 2.16691 -1.78170
H: 0.32704 1.46095 -2.70030
H: 0.09125 1.07816 -1.12005
H: -1.22583 4.51104 -0.72138
H: -0.99466 3.39747 0.35785
O: -0.81337 3.66516 -0.55481
H: 2.32486 2.17654 -0.73033
H: 1.16999 3.23668 -0.66306
O: 1.52243 2.35157 -0.26843
H: 3.47579 0.52877 -1.43258
H: 4.41941 1.68661 -1.80023
O: 3.54331 1.45076 -1.77521
H: -4.09938 -3.41973 1.52420
H: -2.86674 -2.57505 1.79070
O: -3.46937 -2.94797 1.06101
H: 3.76520 -1.72738 -0.87166
H: 2.57805 -1.04737 -0.09675
O: 3.08319 -1.04124 -0.93267
H: 1.82485 -4.66151 2.36023
H: 0.74420 -4.91947 1.29736
O: 1.35527 -4.28495 1.61034
H: 1.98334 -1.23541 -2.25583
H: 1.72555 -2.02008 -3.58062
O: 1.41033 -1.26558 -3.01251
H: -1.97756 -1.02842 3.07366
H: -0.92489 -2.01251 2.66611
O: -1.85030 -1.95387 2.96066
H: -2.81393 1.01413 3.68427
H: -1.89215 1.41403 2.58499
O: -2.16563 0.71334 3.15234
H: -0.26884 2.70699 2.22156
H: -1.39995 3.63724 2.59185
O: -1.15465 2.89436 1.99400
H: 2.50265 1.51815 -3.16291
H: 1.68460 0.36587 -3.68284
O: 1.64520 1.31347 -3.70219
H: 1.59175 2.35129 1.46470
H: 2.07968 2.94392 2.75463
O: 1.43055 2.33611 2.41556

Atomic forces in eV per Å
-0.1 -1.3 -1.1
-1.5 0.7 -0.1
-1.7 -0.3 0.2
0.0 -0.4 0.7
0.2 -1.2 -0.7
1.0 0.4 0.8
2.5 -0.8 -1.0
-1.0 -0.9 -0.8
-0.8 1.8 0.2
0.6 -0.2 0.8
1.4 -1.4 0.3
0.5 0.7 0.3
-0.1 -0.2 -0.1
0.8 0.7 -0.9
-0.7 -0.8 -1.1
0.3 1.5 0.4
-0.2 0.5 0.1
-0.4 0.7 -0.4
-0.7 0.0 1.3
-1.2 -0.2 -0.1
0.1 0.3 0.2
0.2 0.0 -0.1
0.4 0.0 0.7
-0.2 0.3 0.1
-0.3 0.1 0.5
0.3 0.1 -0.9
1.6 -0.3 -0.8
0.6 -2.2 1.1
-2.0 2.6 -0.1
0.2 0.0 -0.1
3.3 0.9 -0.1
-3.0 -0.9 0.2
-2.2 -1.6 1.4
-0.8 -0.6 -1.1
2.7 2.0 -0.4
-0.2 0.2 0.1
-0.5 -0.3 1.0
0.9 0.0 -0.7
-0.1 -0.2 0.0
-0.9 -1.2 -0.4
1.1 1.3 0.4
0.9 -0.2 1.0
-0.5 1.1 0.9
-0.4 -1.4 -2.2
-0.3 1.8 0.2
-0.5 -0.1 0.2
1.0 -1.9 -0.1
-3.4 1.6 2.8
0.3 1.1 -0.7
2.8 -2.8 -1.6
2.6 -0.5 0.8
0.1 -0.7 -0.6
-2.6 1.6 0.0
-1.9 -0.1 -1.2
-0.3 -1.4 -0.3
2.0 1.8 1.1
0.1 -0.1 -0.9
0.3 0.4 0.5
-0.3 -0.3 0.4

Entry 2:
C6H39NO14 | ωB97M-V/def2-TZVPD

Properties
Spin multiplicity ... 1
F_max ... 6.78 eV/A
HOMO level ... -7.7 eV
Energy relative to the best compared isomer or geometry (same formula, charge and spin) ... 189.1 kcal/mol

Geometry (Å):
C: -2.22433 0.28289 -3.05440
O: -3.06381 1.40273 -2.57067
C: -1.39779 -0.41848 -2.04560
C: -1.76246 -1.84921 -1.91432
C: -0.57572 -2.56872 -1.09746
C: 0.38886 -1.83925 -0.40256
N: 1.66289 -2.40942 -0.38225
C: -0.47976 -4.02904 -1.41678
H: -2.93610 -0.33714 -3.47526
H: -1.61229 0.69456 -3.91559
H: -2.56601 1.67374 -1.74410
H: -1.38128 0.14481 -1.08420
H: -0.34985 -0.46555 -2.42249
H: -1.49412 -2.35968 -2.91535
H: -2.74548 -2.18431 -1.55541
H: 0.04868 -1.01899 0.26737
H: 1.83783 -2.93488 -1.22422
H: 2.46622 -1.95284 -0.02884
H: -1.38611 -4.49094 -1.12437
H: -0.27340 -4.60535 -2.35438
H: 0.21292 -4.54882 -0.68536
H: 2.95239 2.37746 -2.69687
H: 3.01737 0.68456 -3.07222
O: 3.43952 1.52774 -2.79250
H: -1.42690 -0.67767 4.50179
H: -0.17369 -0.52698 3.74584
O: -0.56108 -0.91582 4.49712
H: -3.56927 0.89472 3.37049
H: -2.11972 1.10320 3.15147
O: -2.83500 1.37431 3.75020
H: 4.08840 1.52154 0.15127
H: 3.93547 1.21004 -1.35591
O: 4.10465 0.77520 -0.43965
H: 3.25380 0.16783 1.64479
H: 4.12790 -0.87747 0.99408
O: 3.34763 -0.79040 1.69224
H: 1.26477 0.27394 -0.58299
H: 0.71926 1.65489 -0.41724
O: 0.71687 0.98795 -1.03213
H: -0.86454 1.92764 1.67668
H: -1.78594 3.08863 1.28951
O: -1.45367 2.31304 0.99436
H: 0.38716 2.33482 -2.69669
H: -0.52647 2.62997 -3.88781
O: 0.35504 2.43306 -3.70794
H: -1.18407 -2.42184 1.85371
H: -0.95842 -3.97218 1.57966
O: -1.39310 -3.30108 2.12613
H: 2.65671 3.32078 1.66883
H: 1.73513 4.36265 0.69605
O: 2.41212 3.54764 0.75103
H: 1.65806 2.20584 2.94196
H: 1.23722 0.83124 2.77639
O: 1.12382 1.69934 2.36488
H: -4.58016 0.32145 -1.07707
H: -4.23504 1.17550 0.10332
O: -4.49679 0.21319 -0.20126
H: 1.85163 -1.34002 3.07410
H: 1.02343 -1.77469 1.89016
O: 1.09897 -1.10612 2.46835

Atomic forces in eV per Å
0.1 3.1 -1.4
2.0 -0.3 1.7
0.7 0.5 0.2
2.5 -3.0 0.7
-0.4 1.9 -0.6
-2.2 -2.3 -1.1
-0.4 -0.4 0.2
2.0 -1.9 1.3
-1.3 -1.6 -1.0
-0.5 -0.5 1.0
-1.1 -0.1 -1.3
-0.1 -0.5 -0.7
-0.8 0.5 0.5
-1.1 0.8 1.1
0.1 0.5 -0.2
0.9 -0.2 -1.1
0.1 0.0 0.2
0.4 0.7 0.6
-1.6 -0.2 0.3
0.2 1.5 -0.1
-0.3 0.7 -0.7
-0.5 -1.7 -0.7
-0.6 1.8 0.2
0.9 0.2 -0.1
-4.0 1.1 0.3
0.7 0.3 -1.5
2.9 -1.5 1.7
-0.6 -0.1 0.0
-0.2 0.3 0.3
0.7 -0.2 -0.3
0.0 0.5 0.3
0.2 -0.9 1.2
0.0 0.3 -1.1
-0.4 0.0 0.0
-2.2 0.2 2.1
3.5 -0.3 -2.4
-0.8 1.4 -1.1
0.1 2.8 2.6
1.5 -3.1 -1.2
-0.2 0.8 -0.6
-1.5 3.8 1.8
1.9 -4.4 -1.4
-0.1 -0.1 -2.2
-2.4 0.6 -0.5
2.6 -0.6 2.8
0.4 0.5 -0.7
0.0 0.8 -0.1
-0.5 -1.4 0.8
-0.6 0.8 -0.8
2.5 -2.9 0.8
-1.7 2.4 -0.5
0.6 1.4 1.0
-0.4 -0.6 -0.6
-0.5 -1.1 -0.2
-0.4 0.6 -5.3
-0.8 -3.0 -0.8
1.2 2.5 6.2
-1.1 0.1 -1.1
-0.2 -3.9 -3.2
0.8 3.7 4.6

Number 1: lowest unoccupied orbital energy -2.375 eV, HOMO-LUMO gap 8.55 eV. Number 2: lowest unoccupied orbital energy -0.484 eV, HOMO-LUMO gap 7.20 eV.